ORCA calculation (wB97M-V/def2-TZVPD) on a structure of composition C4H7N4O at a distorted geometry.

Results
E_LUMO (eV): -6.4
Net charge: +1
Energy relative to the best compared isomer or geometry (same formula, charge and spin) (kJ/mol): 331.7
HOMO level (eV): -14.4
Molar mass (u): 127.13

XYZ file:
```
16
Properties=species:S:1:pos:R:3:forces:R:3
C -0.223 0.237 -0.069 -1.54 -0.90 2.58
C 0.352 -0.837 2.051 -2.14 0.19 -0.50
C -0.622 0.055 1.403 0.17 2.52 -1.03
C -0.274 1.393 -2.193 0.95 1.01 -1.41
N 0.476 -0.705 -0.554 2.30 -3.65 1.19
N 1.678 -2.562 0.916 -0.38 -0.97 1.22
N 0.854 -1.700 0.906 0.86 2.15 -3.56
N -0.737 1.153 -0.830 -0.41 3.11 -1.31
O 0.456 -0.957 3.198 1.54 -1.06 1.22
H -0.548 1.041 1.926 -0.57 -0.80 -0.27
H -1.631 -0.384 1.433 0.27 0.24 0.22
H -1.074 1.828 -2.839 0.36 -0.60 0.78
H 0.628 2.130 -2.353 -1.52 -1.50 0.98
H -0.002 0.412 -2.549 0.21 -0.08 -0.68
H 1.912 -3.069 0.042 -0.20 0.91 -0.21
H -1.243 1.964 -0.488 0.10 -0.58 0.78
```
Positions in Å, forces in eV/Å.